No. 1
Entry from OMol25: C2H4INO in the gas phase at a distorted geometry (the ωB97M-V functional and the def2-TZVPD basis).

Structure (XYZ):
```
9
Properties=species:S:1:pos:R:3:forces:R:3
C -0.7858 -0.2446 -0.7403 -0.71 -2.07 -1.64
C 0.5170 -0.6922 -0.6312 -2.95 1.19 0.26
N -0.0580 0.8392 2.0641 0.11 0.57 -0.45
O -1.8646 -0.7524 -0.0158 2.03 1.35 0.70
I -1.7594 0.0121 2.1132 0.12 0.08 -1.26
H -1.1913 0.2256 -1.6874 0.77 0.00 1.21
H 1.2176 -0.5582 -1.4635 -0.10 0.11 0.83
H 0.6563 -1.1813 0.3214 0.93 -0.38 -0.26
H -0.1627 1.7689 1.5886 -0.20 -0.84 0.60
```
Forces are in eV/Å.

## Properties
- frontier orbital gap (spin up / spin down) (eV) = 7.4 / 7.4
- maximum force (eV/Å) = 3.19
- net charge = 0
- M (g mol⁻¹) = 185.0
- energy above the lowest of the compared OMol25 structures with the same formula, charge and spin (kcal per mole) = 106.6
- electronic energy (eV) = -13771.7985

Atom charges from the natural (NBO) analysis, given in e for atoms 1 to 2:
1. C 0.1025
2. C -0.4310



No. 2
Entry from OMol25: C2H4INO2 in the gas phase at a distorted geometry (the ωB97M-V functional and the def2-TZVPD basis).

Structure (XYZ):
```
10
Properties=species:S:1:pos:R:3:forces:R:3
C 0.9303 -0.9462 0.2013 -3.84 0.24 -2.11
C -0.4392 0.0672 -0.3951 1.84 -3.79 -0.41
N -0.4791 1.4531 0.1101 1.30 0.05 1.45
O -1.5005 1.9182 0.5181 -1.34 0.23 -0.24
O 0.5978 2.0073 0.2367 0.39 -0.16 -0.75
I -2.1768 -1.0920 0.1277 0.17 0.46 -0.23
H 1.1426 -1.6853 -0.6242 -0.59 0.70 0.90
H 0.5591 -1.4595 1.1110 0.66 0.64 -0.51
H 1.7350 -0.2912 0.2268 1.48 1.10 0.77
H -0.3693 0.0284 -1.5123 -0.07 0.55 1.14
```
Forces are in eV/Å.

## Properties
- SMILES = C[C@@H](I)[N+](=O)[O-]
- frontier orbital gap (eV) = 9.7
- maximum force (eV/Å) = 4.39
- net charge = 0
- M (g mol⁻¹) = 201.0
- energy above the lowest of the compared OMol25 structures with the same formula, charge and spin (kcal per mole) = 86.8
- electronic energy (eV) = -15820.5240

Atom charges from the natural (NBO) analysis, given in e for atoms 1 to 2:
1. C -0.5576
2. C -0.2762



No. 3
Entry from OMol25: a molecular structure, C2H4INO2S at a distorted geometry (the ωB97M-V functional and the def2-TZVPD basis).

Structure (XYZ):
```
11
Properties=species:S:1:pos:R:3:forces:R:3
C 0.0535 2.3471 0.2950 1.75 1.05 -1.39
C 0.7735 -0.3281 0.6093 -0.19 0.27 0.73
N -0.6637 -1.2473 -1.1392 0.47 -1.39 -0.88
O 0.9602 2.8891 -0.1695 0.83 0.27 -0.01
O -0.8940 1.8564 0.6676 -3.04 -0.99 1.49
S 0.5372 -1.1054 2.0757 -2.23 1.64 0.11
I 2.4817 -0.8360 -0.3697 1.10 -0.50 -0.25
H -1.5394 -0.8751 -0.8892 -1.53 0.16 0.46
H -0.7839 -1.9366 -1.8955 -0.14 0.25 0.58
H -0.2214 -0.4742 -1.5715 0.78 0.83 -0.51
H -0.7037 -0.2900 2.3870 2.20 -1.59 -0.33
```
Forces are in eV/Å.

## Properties
- frontier orbital gap (eV) = 8.0
- maximum force (eV/Å) = 3.53
- net charge = 0
- M (g mol⁻¹) = 233.0
- energy above the lowest of the compared OMol25 structures with the same formula, charge and spin (kcal per mole) = 53.1
- electronic energy (eV) = -26657.3464

Atom charges from the natural (NBO) analysis, given in e for atoms 1 to 2:
1. C 1.0434
2. C -0.5811



No. 4
Entry from OMol25: 3 unconnected molecules or ions with the total composition C2H4INO2S at a distorted geometry (the ωB97M-V functional and the def2-TZVPD basis).

Structure (XYZ):
```
11
Properties=species:S:1:pos:R:3:forces:R:3
C -2.1975 -1.0005 0.1527 -0.55 -0.26 1.77
C 1.6699 -0.5720 -1.0231 -1.35 -0.19 -1.18
N 0.8756 -1.4165 -0.5426 -0.07 0.79 -1.14
O -2.1528 -1.0759 1.3001 0.68 0.02 1.41
O -2.3897 -0.9477 -0.9588 -0.09 0.27 -3.29
S -0.4145 2.4349 0.4205 0.53 -0.23 0.43
I 3.2379 0.4181 -0.1466 0.81 0.43 0.73
H 0.3910 1.9842 1.4307 -0.46 0.22 -0.52
H -1.5199 1.9577 0.9982 -0.07 -0.03 0.10
H 0.9431 -1.6032 0.4352 0.56 -0.24 0.84
H 1.5570 -0.1791 -2.0663 0.00 -0.78 0.84
```
Forces are in eV/Å.

## Properties
- SMILES = [H]/N=C\I.O=C=O.S
- frontier orbital gap (eV) = 10.3
- maximum force (eV/Å) = 3.30
- net charge = 0
- M (g mol⁻¹) = 233.0
- energy above the lowest of the compared OMol25 structures with the same formula, charge and spin (kcal per mole) = 0.0
- electronic energy (eV) = -26659.6508

Atom charges from the natural (NBO) analysis, given in e for atoms 1 to 2:
1. C 1.0260
2. C -0.0330



No. 5
Entry from OMol25: C2H4INOS in the gas phase at a distorted geometry (the ωB97M-V functional and the def2-TZVPD basis).

Structure (XYZ):
```
10
Properties=species:S:1:pos:R:3:forces:R:3
C 0.0617 -0.6276 0.6201 -2.63 0.97 0.77
C -0.6567 0.1162 -0.5188 1.99 0.31 1.06
N 1.3730 -0.4060 0.7354 3.81 -2.13 0.66
O -0.5396 -1.2613 1.4756 0.54 -0.01 -0.93
S -0.2129 1.9406 -0.3483 -1.53 -0.98 -1.86
I -2.6685 -0.2870 -0.5266 -0.89 -0.12 -0.21
H -0.1354 -0.3431 -1.3485 -0.41 0.43 -0.90
H 2.1341 -0.1002 0.0761 -2.05 -0.19 0.47
H 1.7018 -1.2401 1.2923 0.04 1.65 -0.39
H -1.0574 2.2086 -1.4573 1.14 0.06 1.35
```
Forces are in eV/Å.

## Properties
- SMILES = NC(=O)[C@H](S)I
- frontier orbital gap (eV) = 9.6
- maximum force (eV/Å) = 4.41
- net charge = 0
- M (g mol⁻¹) = 217.0
- energy above the lowest of the compared OMol25 structures with the same formula, charge and spin (kcal per mole) = 2.9
- electronic energy (eV) = -24611.8268

Atom charges from the natural (NBO) analysis, given in e for atoms 1 to 2:
1. C 0.6290
2. C -0.6005



No. 6
Entry from OMol25: C2H4INS in the gas phase at a distorted geometry (the ωB97M-V functional and the def2-TZVPD basis).

Structure (XYZ):
```
9
Properties=species:S:1:pos:R:3:forces:R:3
C 0.3956 0.7238 0.3833 1.01 2.15 -0.72
C 0.4449 -0.5865 0.3063 1.57 0.48 2.12
N -2.0129 -0.5763 -0.8089 2.13 -2.10 0.48
S -0.6212 -1.7565 -0.2049 -2.94 0.85 -0.99
I -3.3674 0.0275 0.6314 0.16 -0.22 -0.01
H 1.2803 1.3084 0.6993 -0.49 -0.81 0.42
H -0.3058 1.4087 -0.0516 -0.77 -0.35 -0.33
H 1.2210 -0.9878 0.9693 0.13 -0.43 -0.70
H -2.4323 -1.3463 -1.3280 -0.81 0.43 -0.26
```
Forces are in eV/Å.

## Properties
- SMILES = C=CSNI
- frontier orbital gap (eV) = 8.0
- maximum force (eV/Å) = 3.22
- net charge = 0
- M (g mol⁻¹) = 201.0
- energy above the lowest of the compared OMol25 structures with the same formula, charge and spin (kcal per mole) = 46.6
- electronic energy (eV) = -22562.2843

Atom charges from the natural (NBO) analysis, given in e for atoms 1 to 2:
1. C -0.4057
2. C -0.4575



No. 7
Entry from OMol25: 2 unconnected molecules or ions with the total composition C2H4INS at a distorted geometry (the ωB97M-V functional and the def2-TZVPD basis).

Structure (XYZ):
```
9
Properties=species:S:1:pos:R:3:forces:R:3
C -1.0213 -2.5038 -0.1028 3.01 1.29 3.02
C 0.9316 -0.9869 0.0693 -1.75 -2.31 -3.75
N -0.0241 -2.0144 0.4374 -2.00 -1.39 -2.03
S -2.3630 -3.2690 -0.2435 -0.94 -0.51 -0.86
I -3.0528 0.8198 0.0647 0.37 -0.04 -1.58
H 1.5145 -1.3056 -0.8565 -0.61 0.54 1.25
H 0.3078 -0.1672 -0.1291 -0.28 1.67 -0.56
H 1.5162 -0.8061 0.8555 2.54 0.69 2.94
H -3.4058 0.8853 1.5595 -0.35 0.06 1.58
```
Forces are in eV/Å.

## Properties
- SMILES = CN=C=S.I
- frontier orbital gap (eV) = 9.4
- maximum force (eV/Å) = 4.74
- net charge = 0
- M (g mol⁻¹) = 201.0
- energy above the lowest of the compared OMol25 structures with the same formula, charge and spin (kcal per mole) = 16.1
- electronic energy (eV) = -22563.6044

Atom charges from the natural (NBO) analysis, given in e for atoms 1 to 2:
1. C 0.2033
2. C -0.3978



No. 8
Entry from OMol25: 2 unconnected molecules or ions with the total composition C2H4IO2S at a distorted geometry (the ωB97M-V functional and the def2-TZVPD basis).

Structure (XYZ):
```
10
Properties=species:S:1:pos:R:3:forces:R:3
C 0.6709 -0.8402 0.4661 -0.63 0.04 0.23
C -0.5214 1.6007 -1.6709 1.33 -0.72 0.08
O -0.7385 0.0607 2.4931 0.05 0.28 0.08
O -1.5453 -1.9819 1.3213 -0.07 -0.16 -0.16
S -0.3979 -1.1802 1.7786 0.40 -0.02 -0.35
I 1.4796 2.2100 -2.0586 -0.73 0.01 0.05
H 0.9338 -1.7269 -0.0928 -0.05 -0.23 -0.11
H 1.5146 -0.2450 0.7762 0.21 0.24 0.15
H -0.7944 0.8240 -2.3753 -0.27 0.25 -0.25
H -0.6015 1.2789 -0.6378 -0.23 0.32 0.26
```
Forces are in eV/Å.

## Properties
- frontier orbital gap (spin up / spin down) (eV) = 5.0 / 6.5
- maximum force (eV/Å) = 1.51
- net charge = -1
- M (g mol⁻¹) = 219.0
- energy above the lowest of the compared OMol25 structures with the same formula, charge and spin (kcal per mole) = 79.2
- electronic energy (eV) = -25166.7734

Atom charges from the natural (NBO) analysis, given in e for atoms 1 to 2:
1. C -0.9711
2. C -0.4795



No. 9
Entry from OMol25: 2 unconnected molecules or ions with the total composition C2H4IO4S at a distorted geometry (the ωB97M-V functional and the def2-TZVPD basis).

Structure (XYZ):
```
12
Properties=species:S:1:pos:R:3:forces:R:3
I 15.8402 16.2894 6.2183 -0.09 -0.03 0.01
C 10.4891 13.8083 7.5430 2.80 -0.23 1.73
C 9.3426 13.9293 6.6747 -0.40 -1.13 -3.94
O 8.2746 13.3455 7.3208 -3.57 -2.58 1.23
S 8.7581 12.1674 8.4610 2.45 0.94 -2.48
O 9.4092 10.9286 7.8939 -2.12 4.04 1.44
O 7.7484 12.0248 9.4834 1.64 0.70 -1.50
O 9.9014 13.3610 8.7457 0.22 -2.27 3.44
H 11.1192 14.6764 7.7364 -0.67 0.42 0.35
H 11.2578 13.0908 7.2559 -0.35 -0.37 -0.49
H 9.5111 13.2542 5.8357 0.31 0.29 -0.61
H 9.0887 14.8783 6.2024 -0.23 0.22 0.82
```
Forces are in eV/Å.

## Properties
- frontier orbital gap (eV) = 5.6
- maximum force (eV/Å) = 4.78
- net charge = -1
- M (g mol⁻¹) = 251.0
- energy above the lowest of the compared OMol25 structures with the same formula, charge and spin (kcal per mole) = 51.1
- electronic energy (eV) = -29264.7256

Atom charges from the natural (NBO) analysis, given in e for atoms 1 to 2:
1. I -0.9995
2. C -0.1226



No. 10
Entry from OMol25: a molecular structure, C2H4InNO2Te4 (the ωB97M-V functional and the def2-TZVPD basis).

Structure (XYZ):
```
14
Properties=species:S:1:pos:R:3:forces:R:3
In 1.4815 -1.0159 -0.2832 0.40 -0.04 0.74
N -1.4250 2.0158 0.6088 -0.09 0.02 0.01
C -2.0178 1.1712 -0.4161 0.06 -0.01 0.01
C -1.0110 0.3302 -1.1923 0.11 0.11 -0.13
O -1.3570 -0.3649 -2.1163 -0.05 -0.21 0.06
O 0.2415 0.4445 -0.7778 -0.35 0.47 0.02
H -2.1478 2.3891 1.2107 0.01 0.01 -0.02
H -0.9397 2.8037 0.1987 0.05 -0.05 0.00
H -2.6239 1.6885 -1.1673 0.00 0.02 0.00
H -2.6800 0.4515 0.0709 -0.01 0.00 -0.04
Te 2.2385 -3.2195 -1.4748 0.02 -0.23 -0.02
Te 4.0803 -3.9838 0.3964 0.05 0.26 0.13
Te 3.9314 -2.4054 2.7097 -0.28 -0.04 -0.32
Te 2.2290 -0.3050 2.2327 0.10 -0.29 -0.43
```
Forces are in eV/Å.

## Properties
- frontier orbital gap (eV) = 6.0
- maximum force (eV/Å) = 0.85
- net charge = 0
- M (g mol⁻¹) = 699.3
- electronic energy (eV) = -42071.8712

Atom charges from the natural (NBO) analysis, given in e for atoms 1 to 2:
1. In 1.1975
2. N -0.8253



No. 11
Entry from OMol25: a molecular structure, C2H4MgOTl at a distorted geometry (the ωB97M-V functional and the def2-TZVPD basis).

Structure (XYZ):
```
9
Properties=species:S:1:pos:R:3:forces:R:3
O -0.6698 0.3325 -0.5463 -0.80 2.33 -0.08
Mg -1.4687 2.2210 -1.2173 0.03 5.78 9.00
C 0.2258 0.2495 0.3195 -0.43 -2.28 -1.95
C 0.6175 -1.1060 0.7361 0.62 2.23 -0.19
H 0.7803 -0.5203 1.6352 0.05 -2.27 2.69
H -0.1697 -1.8396 0.5703 0.07 0.17 0.43
H 1.6088 -1.4709 0.4791 0.23 0.17 -0.11
Tl -1.4611 1.0119 -2.8728 -0.18 -6.40 -9.50
H 0.5369 1.1218 0.8962 0.41 0.28 -0.29
```
Forces are in eV/Å.

## Properties
- multiplicity = 2
- frontier orbital gap (spin up / spin down) (eV) = 6.5 / 9.2
- maximum force (eV/Å) = 11.46
- net charge = +2
- M (g mol⁻¹) = 272.7
- electronic energy (eV) = -14301.8457

Atom charges from the Mulliken analysis, given in e for atoms 1 to 2:
1. O -0.2850
2. Mg 0.8508



No. 12
Entry from OMol25: a molecular structure, C2H4MnO8 at a distorted geometry (the ωB97M-V functional and the def2-TZVPD basis).

Structure (XYZ):
```
15
Properties=species:S:1:pos:R:3:forces:R:3
Mn 0.1723 0.0932 -0.0296 1.15 2.56 -1.32
C -1.6031 3.1167 0.7493 -1.65 3.46 0.62
O -0.4338 2.9225 0.9156 10.54 -0.79 2.19
O -2.1427 2.1429 0.2949 -6.36 -6.35 -3.32
O -2.0864 4.2500 1.0196 -1.51 1.03 0.19
C 2.8952 -0.2244 -2.2342 0.50 0.84 -2.42
O 1.8423 0.3568 -2.5557 -4.63 1.93 -2.27
O 2.9447 -0.4902 -1.0438 0.82 -2.64 7.36
O 3.8435 -0.4392 -3.0304 0.92 -0.45 -0.79
O -0.3313 -1.0254 2.8094 0.21 -0.31 -0.39
H -0.0386 -0.5258 3.5716 0.16 0.39 0.04
H -1.1906 -1.3643 3.0601 -0.31 0.04 -0.08
O -1.1755 -2.5839 -1.0563 -0.01 0.25 0.35
H -1.1309 -3.4086 -0.5725 0.14 -0.15 0.17
H -1.5651 -2.8203 -1.8981 0.01 0.19 -0.32
```
Forces are in eV/Å.

## Properties
- multiplicity = 6
- frontier orbital gap (spin up / spin down) (eV) = 3.4 / 3.2
- maximum force (eV/Å) = 10.80
- net charge = -2
- M (g mol⁻¹) = 211.0
- electronic energy (eV) = -49833.7500

Atom charges from the natural (NBO) analysis, given in e for atoms 1 to 2:
1. Mn 1.4545
2. C 0.8946



Q: Which value of net charge does entry 9 give?
A: -1